P.
# N2O4

2 unconnected molecules or ions with the total composition N2O4 (ωB97M-V/def2-TZVPD, the Open Molecules 2025 dataset).

Cartesian coordinates (Å):
N1 -0.391 0.543 0.730
N2 0.462 -1.100 -1.092
O1 0.347 0.936 1.538
O2 0.209 -1.102 0.109
O3 -1.453 0.806 0.327
O4 0.739 -0.045 -1.603

Calculated values
2S+1 = 1
LUMO = -1.93 eV

Listed below, in e, are the natural (NBO) charges computed for each atom: 0.6813 0.3982 -0.2122 -0.2903 -0.2140 -0.3631

Q.
# N2O4

A single N2O4 molecule (ωB97M-V/def2-TZVPD, the Open Molecules 2025 dataset).

Cartesian coordinates (Å):
O1 -1.122 -1.727 1.153
N1 -0.599 -1.189 0.280
O2 -0.120 0.118 0.703
N2 0.504 0.764 -0.501
O3 0.483 1.916 -0.226
O4 0.856 0.115 -1.418

Calculated values
2S+1 = 1
SMILES = O=NO[N+](=O)[O-]
LUMO = -0.74 eV

Listed below, in e, are the natural (NBO) charges computed for each atom: -0.2097 0.3789 -0.3180 0.7247 -0.2929 -0.2830

Pick Q: it beats the second-best structure by 0.473 eV.

P.
# CH2O2S

2 unconnected molecules or ions with the total composition CH2O2S (ωB97M-V/def2-TZVPD, the Open Molecules 2025 dataset).

Cartesian coordinates (Å):
C1 0.361 -0.535 0.136
O1 2.978 -0.176 0.616
O2 0.601 -1.008 1.411
S1 1.971 -1.182 0.447
H1 -0.483 -0.957 -0.385
H2 0.027 1.267 0.326

Calculated values
2S+1 = 1
LUMO = -0.48 eV

Listed below, in e, are the natural (NBO) charges computed for each atom: -0.2019 -0.8766 -0.6522 1.4494 0.1991 0.0821

Q.
# CH2O2S

A single CH2O2S molecule (ωB97M-V/def2-TZVPD, the Open Molecules 2025 dataset).

Cartesian coordinates (Å):
C1 0.466 0.418 0.011
O1 -0.947 -1.523 -0.938
O2 -0.358 0.026 1.163
S1 -1.083 -0.174 -0.404
H1 0.659 1.442 0.208
H2 1.263 -0.189 -0.040

Calculated values
2S+1 = 1
LUMO = 0.47 eV

Listed below, in e, are the natural (NBO) charges computed for each atom: -0.3432 -0.8861 -0.6365 1.4507 0.2063 0.2087

Pick Q: it beats the second-best structure by 2.682 eV.

P.
# C8H11N4

2 unconnected molecules or ions with the total composition C8H11N4 (ωB97M-V/def2-TZVPD, the Open Molecules 2025 dataset).

Cartesian coordinates (Å):
C1 3.120 -0.646 -0.811
C2 -4.670 0.200 -0.688
C3 4.482 -0.594 -0.700
C4 -4.811 -0.490 0.518
C5 3.636 0.709 0.898
C6 2.563 0.243 0.163
C7 -2.631 -0.091 0.070
C8 1.220 0.607 0.304
N1 -3.365 0.528 -0.898
N2 4.773 0.244 0.383
N3 -3.505 -0.690 0.839
N4 0.085 0.039 0.051
H1 2.490 -1.241 -1.530
H2 -5.496 0.838 -1.056
H3 5.380 -0.992 -1.276
H4 -5.694 -1.110 0.844
H5 3.491 1.487 1.732
H6 1.054 1.557 0.737
H7 5.812 0.451 0.645
H8 -3.424 -1.358 1.610
H9 0.112 -0.950 -0.455
H10 -1.516 0.100 0.245
H11 -3.108 1.158 -1.623

Calculated values
2S+1 = 1
Total charge = +1
LUMO = -2.39 eV

Listed below, in e, are the natural (NBO) charges computed for each atom: -0.2581 -0.0492 -0.0627 -0.0774 0.0375 -0.2661 0.2046 0.2087 -0.4685 -0.5018 -0.4669 -0.7280 0.2338 0.2495 0.2391 0.2727 0.2327 0.1792 0.4488 0.4547 0.3430 0.3200 0.4545

Q.
# C8H11N4

2 unconnected molecules or ions with the total composition C8H11N4 (ωB97M-V/def2-TZVPD, the Open Molecules 2025 dataset).

Cartesian coordinates (Å):
C1 -2.254 1.457 -0.140
C2 -3.420 0.660 -0.212
C3 -1.192 0.666 -0.377
C4 -1.674 -0.646 -0.470
C5 -0.882 -1.732 -0.794
C6 0.487 -1.623 -0.749
C7 0.436 0.924 -0.656
C8 1.202 -0.398 -0.701
N1 0.626 2.061 -1.109
N2 -3.078 -0.621 -0.454
N3 2.502 -0.119 -0.913
N4 1.154 0.373 1.486
H1 -2.200 2.459 0.098
H2 -4.320 1.032 0.055
H3 -1.300 -2.707 -0.704
H4 1.011 -2.612 -1.105
H5 1.659 2.334 -1.325
H6 -3.788 -1.435 -0.311
H7 2.881 0.804 -0.986
H8 3.088 -0.872 -1.266
H9 0.254 0.796 1.853
H10 1.906 1.083 1.841
H11 1.208 -0.602 1.819

Calculated values
2S+1 = 1
Total charge = +1
LUMO (spin up / spin down) = -4.89 / -4.89 eV

Listed below, in e, are the natural (NBO) charges computed for each atom: -0.2850 0.0735 -0.0088 -0.0072 -0.0067 -0.3999 0.2904 0.3513 -0.5758 -0.4678 -0.7182 -1.0438 0.2453 0.2261 0.2375 0.2510 0.3395 0.4561 0.4124 0.4170 0.3973 0.4122 0.4034

Pick P: it beats the second-best structure by 0.991 eV.

P.
# C5H10NP

A single C5H10NP molecule (ωB97M-V/def2-TZVPD, the Open Molecules 2025 dataset).

Cartesian coordinates (Å):
C1 0.081 -0.132 0.622
C2 -0.801 0.874 0.032
C3 -1.907 0.380 -0.749
C4 2.134 -1.433 -0.119
C5 -0.550 2.082 0.509
N1 1.478 -0.091 -0.055
P1 2.252 1.250 -0.387
H1 0.355 0.179 1.658
H2 -0.492 -1.028 0.492
H3 -2.583 1.196 -0.815
H4 -1.639 -0.091 -1.678
H5 -2.486 -0.423 -0.253
H6 1.850 -2.188 0.577
H7 3.169 -1.301 -0.030
H8 1.860 -1.874 -1.065
H9 0.298 2.144 1.125
H10 -1.044 3.003 0.211

Calculated values
2S+1 = 1
LUMO = 0.02 eV

Listed below, in e, are the natural (NBO) charges computed for each atom: -0.2749 -0.0412 -0.6433 -0.4168 -0.3459 -0.7256 0.3660 0.2152 0.2061 0.2248 0.2195 0.2108 0.1970 0.2189 0.1981 0.1950 0.1965

Q.
# C5H10NP

A single C5H10NP molecule (ωB97M-V/def2-TZVPD, the Open Molecules 2025 dataset).

Cartesian coordinates (Å):
C1 1.434 1.632 -0.558
C2 0.796 1.282 0.526
N1 0.377 -0.406 0.495
P1 1.685 -1.500 0.172
C3 -0.900 -0.536 -0.005
C4 -1.157 -1.657 -0.684
C5 -1.848 0.431 0.591
H1 1.643 2.757 -0.684
H2 1.934 1.001 -1.166
H3 0.348 1.618 1.424
H4 1.995 -1.412 -1.141
H5 2.682 -0.643 0.828
H6 -0.495 -2.372 -1.126
H7 -2.153 -1.978 -0.824
H8 -2.934 0.026 0.466
H9 -1.651 1.362 0.104
H10 -1.756 0.394 1.582

Calculated values
2S+1 = 1
SMILES = C=CN(P)C(=C)C
LUMO = 0.97 eV

Listed below, in e, are the natural (NBO) charges computed for each atom: -0.4145 0.0019 -0.7469 0.5223 0.1852 -0.5116 -0.6430 0.2104 0.2127 0.2226 -0.0805 -0.0231 0.2038 0.1949 0.2226 0.2283 0.2150

Pick P: it beats the second-best structure by 0.415 eV.

P.
# C2H11N2O

2 unconnected molecules or ions with the total composition C2H11N2O (ωB97M-V/def2-TZVPD, the Open Molecules 2025 dataset).

Cartesian coordinates (Å):
C1 1.298 1.730 -0.483
N1 1.532 0.356 0.099
H1 1.477 2.409 0.347
H2 0.235 1.798 -0.714
H3 1.932 1.906 -1.339
H4 2.328 0.372 0.761
H5 0.790 -0.032 0.743
H6 1.708 -0.332 -0.649
N2 -1.159 -0.884 -0.943
C2 -1.717 -0.743 0.414
O1 -0.676 -0.798 1.383
H7 -1.880 -0.962 -1.654
H8 -0.773 -1.828 -0.844
H9 -2.474 -1.470 0.735
H10 -2.231 0.195 0.624
H11 -0.390 -1.717 1.519

Calculated values
2S+1 = 2
⟨S²⟩ = 0.751
LUMO (spin up / spin down) = 0.88 / 0.68 eV

Listed below, in e, are the natural (NBO) charges computed for each atom: -0.4724 -1.0714 0.2116 0.2196 0.2211 0.2893 0.4226 0.3200 -0.8652 0.0566 -0.7965 0.3672 0.3381 0.1442 0.1700 0.4450

Q.
# C2H11N2O

2 unconnected molecules or ions with the total composition C2H11N2O (ωB97M-V/def2-TZVPD, the Open Molecules 2025 dataset).

Cartesian coordinates (Å):
C1 -2.499 0.338 -0.389
N1 -1.427 -0.417 0.305
H1 -2.993 1.032 0.286
H2 -3.193 -0.362 -0.813
H3 -1.987 0.909 -1.206
H4 -1.775 -0.706 1.235
H5 -1.054 -1.180 -0.154
H6 -0.588 0.234 0.456
N2 1.028 1.091 0.642
C2 1.822 -0.062 0.198
O1 1.176 -0.937 -0.848
H7 1.266 1.867 -0.016
H8 1.278 1.440 1.568
H9 1.893 -0.743 1.031
H10 2.829 0.268 -0.031
H11 1.780 -1.641 -1.063

Calculated values
2S+1 = 2
⟨S²⟩ = 0.751
LUMO (spin up / spin down) = 0.89 / 0.64 eV

Listed below, in e, are the natural (NBO) charges computed for each atom: -0.5348 -1.0333 0.2159 0.2153 0.2058 0.2352 0.4010 0.4238 -0.8873 -0.0052 -0.7838 0.3688 0.3824 0.1626 0.1565 0.4771

Pick P: it beats the second-best structure by 0.285 eV.